[1]
{
  "formula": "C25H30FN3O4RuS4",
  "method": "ωB97M-V with the def2-TZVPD basis set",
  "spin_multiplicity": 5,
  "homo_ev": [-8.001, -8.257],
  "e_lumo_ev": [-0.652, -2.478],
  "homo_lumo_gap_ev": [7.3, 5.8],
  "species": ["Ru", "S", "C", "C", "N", "C", "S", "C", "N", "C", "C", "C", "C", "C", "C", "C", "C", "C", "C", "C", "C", "N", "C", "C", "C", "C", "C", "C", "F", "H", "H", "H", "H", "H", "H", "H", "H", "H", "H", "H", "H", "H", "H", "H", "H", "H", "H", "H", "H", "H", "C", "S", "O", "O", "O", "H", "H", "H", "C", "S", "C", "O", "H", "H", "H", "H", "H", "H"],
  "coordinates": [[0.282, 0.021, 1.328], [-0.174, 0.086, 3.663], [1.356, 0.406, 4.390], [1.409, 0.261, 5.788], [1.393, 0.094, 6.923], [2.462, 0.769, 3.650], [2.455, 0.800, 1.931], [3.669, 1.122, 4.282], [4.651, 1.417, 4.796], [-1.822, 1.222, -3.169], [-1.783, 0.308, -1.940], [-3.138, -0.370, -1.739], [-0.691, -0.721, -2.093], [-0.856, -1.776, -2.972], [0.116, -2.744, -3.129], [1.279, -2.670, -2.389], [1.494, -1.632, -1.494], [2.809, -1.553, -0.759], [3.929, -1.217, -1.749], [3.094, -2.850, 0.001], [0.505, -0.638, -1.347], [0.707, 0.476, -0.522], [1.006, 1.684, -1.043], [1.440, 1.828, -2.381], [1.743, 3.062, -2.910], [1.623, 4.211, -2.139], [1.213, 4.111, -0.818], [0.915, 2.878, -0.288], [0.517, 2.819, 1.012], [-2.610, 1.964, -3.060], [-2.021, 0.636, -4.065], [-0.877, 1.748, -3.294], [-1.578, 0.906, -1.043], [-3.468, -0.889, -2.635], [-3.887, 0.379, -1.493], [-3.057, -1.086, -0.925], [-1.766, -1.850, -3.544], [-0.038, -3.558, -3.820], [2.033, -3.432, -2.511], [2.748, -0.739, -0.024], [3.985, -1.969, -2.532], [4.882, -1.179, -1.229], [3.750, -0.247, -2.209], [3.228, -3.689, -0.676], [2.266, -3.076, 0.668], [4.002, -2.737, 0.589], [1.542, 0.933, -2.976], [2.072, 3.136, -3.936], [1.843, 5.180, -2.558], [1.121, 4.986, -0.192], [-1.682, -3.061, 2.958], [-0.771, -2.609, 1.462], [-1.454, -1.390, 0.960], [-0.844, -3.719, 0.561], [0.592, -2.252, 1.886], [-2.590, -3.557, 2.638], [-1.894, -2.160, 3.516], [-1.057, -3.728, 3.533], [-4.113, 0.307, 1.586], [-2.694, 1.211, 2.309], [-3.507, 2.863, 2.392], [-1.722, 1.374, 1.199], [-4.851, 0.120, 2.357], [-3.701, -0.628, 1.226], [-4.543, 0.870, 0.766], [-4.361, 2.807, 3.055], [-3.804, 3.171, 1.396], [-2.776, 3.560, 2.787]],
  "atomic_forces_ev_per_a": [[0.560, 0.450, 2.229], [0.274, 0.320, -0.359], [0.839, 0.200, -1.457], [0.038, -0.001, 0.604], [0.031, 0.007, 0.351], [-1.534, -0.567, 0.381], [-1.039, -0.438, -0.405], [0.426, 0.088, 0.307], [0.366, 0.117, 0.141], [0.025, 0.037, 0.231], [-0.086, 0.081, -0.078], [0.222, 0.102, 0.132], [0.199, 0.143, 0.354], [0.036, 0.002, 0.037], [0.098, 0.017, 0.073], [-0.183, -0.007, -0.018], [-0.086, 0.503, 0.269], [0.099, 0.017, 0.062], [-0.139, 0.044, 0.272], [-0.116, 0.230, 0.057], [0.066, -1.354, -1.612], [-0.195, 0.371, 0.612], [0.281, 0.816, -0.473], [0.064, -0.040, 0.146], [0.032, -0.073, -0.154], [-0.079, -0.084, 0.149], [-0.032, -0.038, 0.053], [-0.137, -0.082, 0.625], [0.169, 0.237, -1.006], [-0.121, 0.104, -0.031], [-0.001, -0.008, -0.096], [-0.038, 0.024, -0.112], [-0.097, -0.084, -0.247], [-0.047, -0.054, -0.099], [-0.156, 0.073, 0.022], [-0.139, -0.103, 0.040], [-0.161, 0.016, -0.080], [-0.009, -0.102, -0.076], [0.102, -0.051, 0.027], [0.092, -0.284, -0.238], [0.052, -0.069, -0.095], [0.160, 0.011, 0.015], [0.045, 0.098, -0.128], [0.077, -0.102, -0.121], [0.112, -0.074, 0.015], [0.112, -0.029, 0.072], [-0.019, -0.038, -0.058], [0.020, -0.022, -0.041], [0.057, 0.091, -0.041], [-0.031, 0.032, 0.094], [0.451, 0.251, -0.821], [-0.708, -1.973, 0.685], [0.267, 0.902, -0.053], [-0.058, -0.034, -0.069], [0.090, 0.420, -0.202], [-0.139, -0.059, -0.038], [-0.016, 0.146, 0.165], [0.119, -0.173, 0.111], [0.560, 0.267, 0.304], [-2.221, 0.563, 0.236], [0.482, -0.707, 0.154], [1.087, -0.037, -0.892], [-0.101, 0.030, 0.198], [0.052, -0.104, -0.015], [0.000, 0.151, -0.127], [-0.175, -0.047, 0.147], [-0.010, -0.125, -0.203], [0.109, 0.006, 0.072]]
}

[2]
{
  "formula": "C33H40FN6O10PSbScSe4",
  "method": "ωB97M-V with the def2-TZVPD basis set",
  "homo_ev": -6.182,
  "e_lumo_ev": -0.771,
  "e_above_lowest_kcal_mol": 19.4,
  "homo_lumo_gap_ev": 5.4,
  "species": ["Sc", "O", "C", "O", "C", "C", "C", "C", "C", "N", "C", "O", "O", "H", "H", "H", "H", "H", "C", "C", "N", "C", "C", "C", "O", "O", "C", "O", "C", "C", "C", "F", "C", "C", "C", "N", "C", "C", "N", "C", "C", "H", "H", "H", "H", "H", "H", "H", "H", "H", "H", "H", "H", "H", "H", "H", "H", "H", "H", "Se", "Sb", "Se", "Se", "Se", "O", "C", "N", "C", "O", "C", "C", "C", "C", "N", "C", "H", "H", "H", "H", "H", "H", "H", "H", "C", "P", "C", "C", "O", "H", "H", "H", "H", "H", "H", "H", "H", "H"],
  "coordinates": [[-1.305, -0.059, -1.108], [1.828, 2.887, -0.575], [0.978, 1.893, -0.487], [0.214, 1.581, -1.388], [0.936, 1.176, 0.804], [1.559, 1.571, 1.970], [1.263, 0.868, 3.133], [0.323, -0.143, 3.092], [-0.254, -0.466, 1.869], [0.074, 0.167, 0.750], [-1.336, -1.468, 1.640], [-1.879, -2.092, 2.667], [-1.711, -1.723, 0.511], [1.692, 3.334, -1.425], [2.233, 2.412, 1.972], [1.702, 1.172, 4.072], [0.031, -0.630, 4.011], [-1.781, -1.565, 3.477], [-7.682, 3.517, -1.635], [-6.194, 3.467, -1.337], [-5.606, 2.138, -1.596], [-4.740, 1.999, -2.607], [-3.923, 0.911, -2.779], [-2.710, 1.002, -3.672], [-2.827, 1.403, -4.826], [-1.606, 0.648, -3.119], [-4.046, -0.148, -1.857], [-3.147, -1.044, -1.716], [-5.148, -0.113, -0.928], [-5.267, -1.150, 0.004], [-5.932, -0.943, 1.166], [-5.975, -1.957, 2.060], [-6.485, 0.313, 1.497], [-6.480, 1.288, 0.517], [-5.803, 1.098, -0.697], [-6.973, 0.648, 2.781], [-6.355, 1.847, 3.362], [-7.411, 2.605, 4.143], [-8.402, 1.568, 4.632], [-7.679, 0.330, 5.075], [-7.087, -0.361, 3.832], [-8.062, 4.514, -1.410], [-8.243, 2.797, -1.039], [-7.877, 3.307, -2.687], [-5.945, 3.736, -0.308], [-5.654, 4.169, -1.967], [-4.625, 2.864, -3.248], [-4.720, -2.070, -0.142], [-6.887, 2.258, 0.760], [-5.921, 2.509, 2.612], [-5.506, 1.565, 3.993], [-7.971, 3.317, 3.537], [-6.995, 3.110, 5.012], [-8.972, 1.313, 3.825], [-9.004, 1.939, 5.363], [-8.380, -0.311, 5.604], [-6.903, 0.660, 5.764], [-7.735, -1.172, 3.507], [-6.116, -0.774, 4.119], [-0.490, 3.969, 2.757], [-2.595, 2.795, 2.472], [-2.741, 1.621, 0.201], [-2.933, 0.861, 3.971], [-4.447, 4.386, 2.235], [-0.550, 1.512, -6.561], [-0.303, 0.141, -6.593], [0.362, -0.308, -5.378], [1.583, -0.895, -5.382], [2.129, -1.323, -6.387], [2.242, -1.042, -4.039], [3.180, -2.047, -3.838], [3.744, -2.187, -2.582], [3.353, -1.314, -1.576], [2.483, -0.327, -1.760], [1.955, -0.196, -2.977], [-1.323, 1.656, -5.983], [0.363, -0.072, -7.425], [-1.239, -0.412, -6.722], [-0.062, -0.006, -4.509], [3.446, -2.691, -4.667], [4.475, -2.958, -2.380], [3.756, -1.415, -0.573], [1.263, 0.625, -3.112], [0.332, -4.188, -3.180], [-1.012, -3.090, -2.714], [-2.090, -4.047, -1.648], [-1.920, -2.736, -4.216], [-0.464, -1.859, -2.041], [-0.075, -5.125, -3.564], [0.957, -4.390, -2.311], [0.945, -3.721, -3.951], [-2.466, -4.919, -2.185], [-2.913, -3.411, -1.330], [-1.537, -4.366, -0.765], [-2.178, -3.666, -4.724], [-1.299, -2.119, -4.869], [-2.823, -2.186, -3.959]],
  "atomic_forces_ev_per_a": [[-0.047, -0.572, -0.552], [0.029, 0.023, 0.044], [0.082, -0.055, -0.015], [0.159, 0.120, -0.041], [0.000, -0.105, -0.090], [0.050, -0.077, 0.089], [0.053, 0.131, -0.132], [0.044, -0.073, 0.036], [0.073, 0.107, -0.030], [-0.176, -0.110, 0.227], [-0.252, -0.047, 0.301], [0.162, -0.231, -0.189], [0.197, 0.097, -0.106], [-0.001, 0.009, -0.022], [-0.020, 0.037, -0.009], [0.001, -0.029, 0.010], [-0.033, -0.066, -0.058], [-0.125, 0.335, 0.109], [-0.023, 0.016, 0.017], [0.078, -0.093, -0.024], [-0.173, 0.051, 0.036], [0.089, -0.004, -0.088], [-0.117, 0.022, 0.112], [-0.045, -0.034, -0.065], [0.008, 0.086, -0.051], [0.066, -0.113, 0.201], [0.060, -0.116, 0.077], [-0.230, -0.058, -0.151], [0.028, -0.061, -0.048], [0.017, 0.060, -0.027], [-0.020, 0.037, 0.085], [-0.051, 0.008, 0.023], [0.009, -0.159, 0.068], [-0.001, -0.004, -0.096], [0.035, 0.018, -0.028], [-0.076, 0.075, -0.032], [0.103, -0.004, -0.020], [-0.044, -0.015, 0.039], [0.066, -0.045, -0.058], [-0.003, 0.050, -0.009], [0.029, -0.017, -0.005], [-0.001, -0.010, -0.005], [0.011, -0.001, 0.003], [0.012, 0.001, 0.003], [-0.012, 0.030, 0.005], [-0.006, 0.011, -0.008], [0.015, -0.011, -0.012], [0.004, -0.001, 0.003], [-0.026, -0.022, -0.007], [-0.070, -0.028, 0.035], [-0.025, -0.014, 0.029], [0.012, 0.006, -0.003], [0.004, 0.020, -0.011], [-0.037, 0.007, 0.007], [-0.006, 0.008, 0.011], [0.001, -0.012, 0.004], [0.001, -0.005, -0.002], [-0.010, -0.011, -0.020], [0.011, -0.024, -0.021], [-0.085, -0.138, -0.039], [0.235, 0.060, -0.267], [0.038, 0.473, 0.134], [-0.110, -0.117, 0.296], [-0.004, 0.052, 0.033], [-0.034, 0.067, 0.042], [-0.029, 0.076, -0.024], [0.099, -0.053, 0.004], [-0.025, 0.030, -0.073], [0.003, -0.033, 0.018], [-0.005, 0.011, 0.063], [-0.039, 0.097, -0.038], [0.005, -0.046, -0.033], [-0.022, -0.054, 0.023], [-0.009, 0.142, -0.122], [0.033, -0.132, 0.055], [-0.037, -0.018, 0.028], [0.013, -0.072, 0.008], [-0.004, -0.044, 0.025], [-0.049, 0.042, 0.052], [0.002, -0.001, 0.007], [-0.003, 0.002, 0.015], [0.033, 0.013, -0.009], [0.001, 0.036, 0.032], [-0.037, -0.033, -0.091], [0.027, -0.091, -0.022], [-0.002, -0.020, -0.020], [-0.012, 0.016, -0.017], [0.172, 0.577, 0.296], [0.039, -0.004, 0.002], [-0.018, 0.013, 0.026], [-0.040, 0.014, 0.023], [-0.004, 0.002, 0.024], [-0.004, 0.024, -0.014], [0.015, -0.003, -0.003], [-0.013, 0.012, -0.011], [-0.006, -0.050, 0.030], [-0.008, 0.012, 0.008]]
}

[3]
{
  "formula": "C6H12",
  "method": "ωB97M-V with the def2-TZVPD basis set",
  "homo_ev": [-6.979, -7.273],
  "e_lumo_ev": [0.256, 0.554],
  "e_above_lowest_kcal_mol": 131.2,
  "homo_lumo_gap_ev": [7.2, 7.8],
  "species": ["C", "C", "C", "C", "C", "C", "H", "H", "H", "H", "H", "H", "H", "H", "H", "H", "H", "H"],
  "coordinates": [[1.753, 0.915, -0.406], [1.609, -0.380, 0.425], [0.533, -1.242, -0.061], [-0.849, -1.318, 0.491], [-0.951, 0.097, -0.073], [-1.784, 1.033, 0.815], [1.567, 0.764, -1.500], [0.182, 0.825, -0.061], [2.749, 1.436, -0.250], [1.447, -0.093, 1.470], [2.570, -0.890, 0.314], [0.654, -1.589, -1.093], [-0.973, -1.348, 1.585], [-1.494, -2.048, -0.006], [-1.255, 0.090, -1.122], [-2.845, 0.710, 0.823], [-1.701, 2.075, 0.472], [-1.388, 0.982, 1.839]],
  "atomic_forces_ev_per_a": [[-0.295, -0.453, -0.195], [0.563, 0.075, 0.267], [-0.067, 0.534, -0.325], [0.292, 0.119, -0.194], [-0.014, 0.398, -0.059], [0.138, -0.029, -0.025], [0.173, 0.039, 0.779], [-0.217, 0.120, -0.686], [-1.238, -0.365, -0.043], [0.214, -0.263, 0.004], [0.093, -0.370, 0.208], [-0.075, 0.089, 0.256], [0.244, 0.014, -0.425], [0.216, 0.032, 0.220], [-0.157, -0.004, 0.263], [0.497, 0.228, 0.042], [-0.137, -0.284, 0.097], [-0.230, 0.121, -0.184]]
}